A cluster of 6 separate species, H11O5S in total. Source: OMol25; level of theory: ωB97M-V/def2-TZVPD.

Structure (XYZ):
```
17
Properties=species:S:1:pos:R:3:nbo_charge:R:1
S 0.047 1.393 -0.564 -1.04
H -1.075 2.090 -0.354 0.10
H -0.157 2.625 1.866 0.49
H -0.742 1.328 2.476 0.48
O -0.592 2.277 2.651 -0.98
H 2.095 -3.579 -0.784 0.46
H 1.517 -2.549 0.236 0.51
O 1.630 -3.495 0.047 -0.98
H 0.873 -0.309 0.630 0.50
H 2.129 -0.006 1.257 0.48
O 1.686 -0.794 0.918 -1.01
H 0.744 -0.456 -2.287 0.49
H -0.522 -0.549 -3.020 0.47
O 0.345 -0.972 -3.003 -0.96
H -2.334 0.409 -0.153 0.49
H -3.579 1.100 0.375 0.45
O -3.004 0.351 0.561 -0.96
```

Calculated values
Energy relative to the best compared isomer or geometry (same formula, charge and spin) = 89.4 kJ/mol
Lowest unoccupied orbital energy = 3.630 eV
Total charge = -1
DFT total energy = -21253.5464 eV
Orbital gap = 0.2961 hartree